The following is a DFT calculation (ωB97M-V with the def2-TZVPD basis set) of 11 unconnected molecules or ions with the total composition C34H64O24S5 at a distorted geometry.

Bonds (Å) are listed after each position.
Atoms and positions in Å:
1 S -1.66967 -1.36280 0.19868  O20 1.472, O28 1.444, C48 1.754, C52 1.852
2 S 5.08049 0.32542 -2.07351  O6 1.428, O7 1.442, C51 1.823, C57 1.790
3 S 3.79168 0.82222 2.99735  O10 1.428, O12 1.460, C47 1.773, C54 1.775
4 S -1.75363 0.40937 4.88894  O24 1.419, O26 1.468, C36 1.798, C46 1.825
5 S -0.70288 3.79296 0.55653  O15 1.440, O18 1.481, C43 1.781, C62 1.864
6 O 4.09918 1.31268 -1.75496  S2 1.428
7 O 6.46760 0.65739 -1.86363  S2 1.442
8 O -2.47149 -0.90824 -3.93385  C44 1.215
9 O -4.69824 -3.95666 0.44695  C63 1.429, H70 0.959
10 O 2.76546 -0.14744 2.78031  S3 1.428
11 O 0.34606 -4.11199 -3.24238  C30 1.419, C34 1.318
12 O 5.04840 0.46758 3.65036  S3 1.460
13 O 0.94429 0.74925 -3.12158  C53 1.205
14 O -1.41903 -5.39764 -3.32216  C32 1.458, C34 1.331
15 O 0.61324 4.31387 0.82241  S5 1.440
16 O 0.94514 -2.27377 4.32602  C49 1.391, H69 1.013
17 O -3.17444 0.25335 -2.09299  C40 1.388, C44 1.345
18 O -1.00384 3.06555 -0.69789  S5 1.481
19 O -0.75185 3.10251 -4.60368  C35 1.332, C41 1.464
20 O -2.31260 -2.15480 -0.86319  S1 1.472
21 O -4.49810 -1.18767 -3.01915  C37 1.387, C44 1.316
22 O 0.47648 -6.25422 -2.63334  C34 1.174
23 O 0.86709 3.69704 -5.99562  C35 1.201
24 O -2.26600 1.70943 5.13611  S4 1.419
25 O -0.34234 1.83366 -6.29491  C31 1.410, C35 1.298
26 O -0.92561 0.22067 3.69208  S4 1.468
27 O 2.55152 2.19645 -3.77168  C42 1.411, C53 1.380
28 O -2.42645 -0.62102 1.17891  S1 1.444
29 O 1.44394 2.59917 -1.87245  C53 1.340, C60 1.370
30 C -0.56988 -3.28176 -3.93915  O11 1.419, C32 1.603, H90 1.104, H116 1.116
31 C -1.23097 1.05317 -5.52741  O25 1.410, C41 1.486, H82 1.109, H126 1.123
32 C -1.93471 -4.09316 -3.71831  O14 1.458, C30 1.603, H74 1.114, H108 1.112
33 C -1.62287 -1.74878 6.50669  C46 1.546, C58 1.496, H109 1.078, H110 1.098
34 C -0.12088 -5.32720 -3.03704  O11 1.318, O14 1.331, O22 1.174
35 C -0.02705 2.94829 -5.71010  O19 1.332, O23 1.201, O25 1.298
36 C -3.10899 -0.77073 4.95316  S4 1.798, C58 1.492, H76 1.105, H101 1.075
37 C -5.10929 -0.94102 -1.79837  O21 1.387, C40 1.607, H78 1.102, H92 1.064
38 C -2.70253 3.21219 1.96412  C43 1.531, C45 1.601, H102 1.106, H103 1.093
39 C 0.90922 -1.98053 0.60665  C52 1.515, C56 1.524, H68 1.115, H104 1.105
40 C -4.27293 0.31504 -1.24693  O17 1.388, C37 1.607, H67 1.081, H71 1.132
41 C -1.78983 2.06965 -4.59935  O19 1.464, C31 1.486, H106 1.058, H122 1.033
42 C 2.84561 3.55556 -3.53099  O27 1.411, C60 1.574, H85 1.079, H89 1.098
43 C -1.23010 2.79440 1.93343  S5 1.781, C38 1.531, H96 1.093, H114 1.096
44 C -3.30920 -0.62826 -3.09944  O8 1.215, O17 1.345, O21 1.316
45 C -2.77177 4.81155 1.94360  C38 1.601, C62 1.514, H66 1.146, H113 1.086
46 C -0.93568 -0.37645 6.31881  S4 1.825, C33 1.546, H79 1.074, H107 1.067
47 C 3.06915 2.19870 3.84946  S3 1.773, C61 1.546, H115 1.120, H121 1.132
48 C -0.49263 -0.29515 -0.54310  S1 1.754, C56 1.552, H91 1.083, H100 1.075
49 C 1.79016 -3.30878 4.71447  O16 1.391, H94 1.098, H112 1.120, H117 1.087
50 C 3.15496 2.72321 1.41384  C54 1.502, C61 1.556, H75 1.085, H111 1.121
51 C 4.78503 -1.21354 -1.14216  S2 1.823, C59 1.522, H83 1.098, H87 1.106
52 C -0.44973 -2.39823 1.13151  S1 1.852, C39 1.515, H64 1.048, H84 1.109
53 C 1.56846 1.75734 -2.90784  O13 1.205, O27 1.380, O29 1.340
54 C 4.12846 1.57924 1.42711  S3 1.775, C50 1.502, H72 1.061, H98 1.102
55 C 3.82190 -1.57493 -3.38337  C57 1.542, C59 1.474, H81 1.091, H127 1.045
56 C 0.75223 -0.48437 0.36421  C39 1.524, C48 1.552, H118 1.073, H125 1.104
57 C 4.73447 -0.36968 -3.68612  S2 1.790, C55 1.542, H73 1.085, H97 1.129
58 C -2.54937 -2.08577 5.38165  C33 1.496, C36 1.492, H88 1.113, H124 1.073
59 C 4.42720 -2.23452 -2.21275  C51 1.522, C55 1.474, H95 1.110, H119 1.088
60 C 1.88622 3.81902 -2.31127  O29 1.370, C42 1.574, H93 1.051, H99 1.130
61 C 3.19405 3.35792 2.83356  C47 1.546, C50 1.556, H80 1.088, H120 1.086
62 C -1.96296 5.15814 0.71218  S5 1.864, C45 1.514, H105 1.100, H123 1.061
63 C -4.93984 -5.31598 0.07904  O9 1.429, H65 1.095, H77 1.133, H86 1.070
64 H -0.58644 -2.12217 2.13329  C52 1.048
65 H -5.85206 -5.66037 0.57700  C63 1.095
66 H -3.83903 5.22775 1.93050  C45 1.146
67 H -4.03185 0.12667 -0.20981  C40 1.081
68 H 1.16734 -2.50424 -0.34384  C39 1.115
69 H 1.53877 -1.50097 4.04826  O16 1.013
70 H -4.05753 -3.58193 -0.15974  O9 0.959
71 H -4.81660 1.30301 -1.34508  C40 1.132
72 H 3.94096 0.86901 0.66202  C54 1.061
73 H 4.37827 0.44029 -4.31377  C57 1.085
74 H -2.52069 -4.28792 -4.64580  C32 1.114
75 H 3.34254 3.39855 0.58538  C50 1.085
76 H -3.80749 -0.39376 5.72253  C36 1.105
77 H -4.13155 -6.04733 0.38861  C63 1.133
78 H -6.17196 -0.76756 -2.03140  C37 1.102
79 H 0.07053 -0.58224 6.00552  C46 1.074
80 H 2.40242 4.09877 2.92718  C61 1.088
81 H 3.72273 -2.19921 -4.27252  C55 1.091
82 H -0.57751 0.34861 -4.97424  C31 1.109
83 H 5.70354 -1.47616 -0.60056  C51 1.098
84 H -0.70994 -3.46269 0.96183  C52 1.109
85 H 3.86836 3.74197 -3.24233  C42 1.079
86 H -5.10441 -5.36371 -0.97692  C63 1.070
87 H 3.99525 -1.05925 -0.38304  C51 1.106
88 H -1.96677 -2.35810 4.47346  C58 1.113
89 H 2.49098 4.16264 -4.37373  C42 1.098
90 H -0.44818 -2.23830 -3.59839  C30 1.104
91 H -0.86222 0.71730 -0.64631  C48 1.083
92 H -4.96477 -1.78094 -1.16206  C37 1.064
93 H 2.36586 4.42808 -1.60236  C60 1.051
94 H 2.69435 -3.31182 4.09122  C49 1.098
95 H 5.38436 -2.66348 -2.57585  C59 1.110
96 H -0.65250 3.21279 2.76143  C43 1.093
97 H 5.69648 -0.69334 -4.18131  C57 1.129
98 H 5.17412 1.92457 1.38283  C54 1.102
99 H 0.99100 4.41346 -2.66186  C60 1.130
100 H -0.32420 -0.55379 -1.57234  C48 1.075
101 H -3.61607 -0.77326 4.00553  C36 1.075
102 H -3.25147 2.88042 2.86546  C38 1.106
103 H -3.24293 2.85895 1.08227  C38 1.093
104 H 1.70009 -2.04942 1.37474  C39 1.105
105 H -2.59444 5.13739 -0.18824  C62 1.100
106 H -1.87971 1.70177 -3.61101  C41 1.058
107 H -0.97586 0.27879 7.15951  C46 1.067
108 H -2.55638 -3.65486 -2.90691  C32 1.112
109 H -0.84379 -2.49216 6.55778  C33 1.078
110 H -2.29588 -1.78015 7.37338  C33 1.098
111 H 2.12541 2.32544 1.21941  C50 1.121
112 H 1.14383 -4.19388 4.48526  C49 1.120
113 H -2.26225 4.97324 2.88855  C45 1.086
114 H -1.10175 1.72503 1.73186  C43 1.096
115 H 2.04709 1.85496 4.15287  C47 1.120
116 H -0.31939 -3.37384 -5.02309  C30 1.116
117 H 1.98155 -3.19974 5.77874  C49 1.087
118 H 1.63519 -0.17743 -0.16248  C56 1.073
119 H 3.72770 -3.01255 -1.91574  C59 1.088
120 H 4.16924 3.83172 2.89286  C61 1.086
121 H 3.71471 2.41942 4.75299  C47 1.132
122 H -2.69008 2.41501 -4.96909  C41 1.033
123 H -1.35630 6.02025 0.83073  C62 1.061
124 H -3.26046 -2.85840 5.60241  C58 1.073
125 H 0.71742 -0.01782 1.36398  C56 1.104
126 H -2.02142 0.50728 -6.11003  C31 1.123
127 H 2.84349 -1.22726 -3.26698  C55 1.045

**Structure (SMILES)**: O=S1(=O)CCCC1.O=S1(=O)CCCC1.O=S1(=O)CCCC1.O=S1(=O)CCCC1.O=S1(=O)CCCC1.O=C1OCCO1.O=C1OCCO1.O=C1OCCO1.O=C1OCCO1.CO.CO
**Molar mass**: 1017.20 u
**Energy**: -139609.1752 eV
**Kohn-Sham gap**: 10.557 eV
**Total charge**: 0